--- A ---
Entry from OMol25: the ion C2HO2S2 with charge -1 (wB97M-V/def2-TZVPD).

Last column: natural (NBO) charge in e.
Positions of all 7 atoms, in Å:
O1 -2.28609 0.10089 0.25976  -0.68
C1 -1.21250 -0.37918 -0.01456  0.72
O2 -0.90295 -1.52168 -0.41259  -0.75
C2 0.18900 0.43884 0.14636  -0.43
S1 0.42487 2.01080 0.44162  -0.08
S2 1.28586 -0.80797 -0.24255  0.19
H1 2.50181 0.15830 -0.17804  0.03

For the LUMO energy, the calculation gives 3.39 eV. Its net charge is -1. As for the structure (SMILES): O=C([O-])C(=S)S. The orbital gap comes out at 0.2797 Ha.

--- B ---
Entry from OMol25: the ion C2HO2S2 with charge -1 (wB97M-V/def2-TZVPD).

Last column: natural (NBO) charge in e.
Positions of all 7 atoms, in Å:
O1 -1.84112 -1.05869 -0.75157  -0.66
C1 -1.24419 -0.33377 -0.02759  0.66
O2 -1.28882 -0.21958 1.24184  -0.67
C2 0.05163 0.38908 -0.10659  -0.19
S1 0.30811 1.96182 -0.13043  -0.11
S2 1.62768 -0.89695 -0.03962  -0.14
H1 2.38672 0.15808 -0.18604  0.11

For the LUMO energy, the calculation gives 3.30 eV. Its net charge is -1. As for the structure (SMILES): O=C([O-])C(=S)S. The orbital gap comes out at 0.2785 Ha.

Energy ordering: A at the bottom, the next structure 0.0160 hartree above.